Model i:
Molecular formula: C4H4O2S
Method: DFT, ωB97M-V/def2-TZVPD

Gap between HOMO and LUMO ... 9.01 eV
SMILES ... O=C/C=C\SC=O

Positions of all 11 atoms, in Å:
O 1.7547 0.4872 -1.1834
O -1.0027 1.4626 0.8782
H -0.2110 -2.1428 1.1432
H 2.2803 1.2834 0.5596
H 1.8278 -0.6603 1.7758
S -1.1034 -0.7908 -0.5380
C 0.1224 -1.2859 0.5798
C 1.2033 -0.6026 0.9129
C -1.4234 0.9272 -0.1107
C 1.7274 0.4790 0.0198
H -2.0369 1.4681 -0.8409

Mulliken atomic charges, in units of e: number 1, O, carries -0.430; number 2, O, carries -0.422; number 3, H, carries 0.383; number 4, H, carries 0.316; number 5, H, carries 0.328; number 6, S, carries -0.125; number 7, C, carries -0.328; number 8, C, carries -0.141; number 9, C, carries 0.085; number 10, C, carries -0.017; number 11, H, carries 0.351

Model ii:
Molecular formula: C4H4O2S
Method: DFT, ωB97M-V/def2-TZVPD

Gap between HOMO and LUMO ... 11.06 eV

Positions of all 11 atoms, in Å:
C -0.7301 -0.3997 0.5392
H -2.9669 -1.4058 -0.4410
H 3.9610 0.3811 -1.3359
C 3.0375 0.6817 -0.8505
O -2.7334 1.1834 0.0564
O -2.5408 -0.9644 -1.2542
H 1.6114 1.4990 0.6392
H 0.3333 -1.4815 2.0758
C 2.1569 1.1254 -0.1629
C -0.2952 -1.0257 1.4662
S -1.8337 0.4066 -0.7321

Mulliken atomic charges, in units of e: number 1, C, carries -0.794; number 2, H, carries 0.360; number 3, H, carries 0.364; number 4, C, carries -0.364; number 5, O, carries -0.476; number 6, O, carries -0.453; number 7, H, carries 0.429; number 8, H, carries 0.490; number 9, C, carries -0.423; number 10, C, carries 0.274; number 11, S, carries 0.592

Energetically preferred structure: model i | next structure: +407.2 kJ/mol

Model i:
Molecular formula: C12H46N6O11
Method: DFT, ωB97M-V/def2-TZVPD

Gap between HOMO and LUMO ... 9.66 eV
SMILES ... NC(N)=O.NC(N)=O.NC(N)=O.CC(C)O.CC(C)O.CC(C)O.O.O.O.O.O

Positions of all 75 atoms, in Å:
O 0.8238 -0.3497 -0.1120
H 1.5585 2.7367 -0.7997
H 0.9610 -0.3768 -1.0793
H -4.0763 3.2468 -1.2257
N -1.2718 0.6985 -3.7934
H -2.3399 3.6250 -0.8505
C -0.0793 1.1180 -3.2137
H 2.9064 1.8069 -2.3074
O -2.6367 -3.5583 2.3073
H -3.2981 -3.7146 3.0131
C -2.4872 -2.1217 2.2053
H 4.3208 1.6057 -0.3027
H -4.3416 -1.6014 3.2000
H -0.5712 -2.4774 -1.6741
H 1.5442 -0.1892 2.1084
O 0.6822 0.3100 -2.6940
H -2.8280 3.0039 -2.4123
H -0.6523 3.0067 -3.7530
H 1.2559 -0.4879 5.6176
C 4.5978 2.6167 -0.5719
C -3.0283 2.9418 -1.2859
H -2.0496 1.3695 -3.7801
H 2.8319 -0.7234 0.0843
C 1.9274 0.6753 3.9492
H 1.7565 4.4421 -0.9571
O 2.1869 -2.5856 2.2062
H 2.3699 3.6195 0.5301
H -3.8296 0.0165 -1.6415
O -3.7972 0.9268 -1.8858
O 2.3130 1.6966 4.5117
H 0.9045 2.9114 -3.2994
C -0.9796 -1.8129 2.2059
O 1.0873 -3.2213 -0.5822
C -3.2640 -1.3607 3.2231
H 2.1350 -0.8615 -2.8685
N 1.8127 0.6348 2.5287
H -0.7026 -2.4999 1.3799
N 0.0205 2.4672 -3.2577
H 2.7225 -3.3238 2.5652
H 2.8288 -2.0273 1.7554
C 3.5544 3.3845 -1.3123
H 5.6013 2.5039 -1.0863
N -1.4245 -1.9100 -1.6256
H -0.4170 -2.0567 3.0944
H -1.4675 -0.2838 -3.8006
H 2.5558 1.1416 2.0681
H 0.4746 -1.1669 0.2741
N -2.4270 -3.8244 -0.9690
H -1.4434 -0.9291 -1.5274
C -2.9313 1.5126 -0.9232
H -1.9322 1.1235 -1.0557
O 3.1730 2.6765 -2.5792
C 2.2478 3.5728 -0.5456
H -2.8723 -1.5825 4.2039
C -3.4493 1.2805 0.4677
N 1.5847 -0.4917 4.6627
O 3.7440 -0.9329 0.4550
H 4.8364 3.1480 0.3779
H -4.4218 1.7328 0.6436
H 1.2209 -3.1808 0.3920
H 2.9924 -2.0954 -3.2124
H -3.6902 0.2250 0.6588
H -2.9015 -1.7574 1.2721
H 1.5161 -1.3849 4.1887
H 1.7187 -2.6445 -1.0497
H 3.8856 4.3978 -1.5866
O -3.6276 -1.8603 -1.1285
C -2.5802 -2.5186 -1.2563
H -1.5493 -4.2304 -0.6885
O 2.7210 -1.5529 -2.4324
H 4.2362 -0.9854 -0.3797
H -3.2755 -0.2525 3.0856
H -2.8693 1.7697 1.2201
H -3.2908 -4.2648 -0.7691
H -0.8062 -0.7458 1.8198

Mulliken atomic charges, in units of e: number 1, O, carries 0.838; number 2, H, carries -0.130; number 3, H, carries 0.066; number 4, H, carries 0.395; number 5, N, carries -0.401; number 6, H, carries 0.317; number 7, C, carries 0.205; number 8, H, carries 0.307; number 9, O, carries -0.563; number 10, H, carries 0.366; number 11, C, carries 1.355; number 12, H, carries 0.007; number 13, H, carries 0.485; number 14, H, carries 0.169; number 15, H, carries -0.119; number 16, O, carries -0.671; number 17, H, carries 0.188; number 18, H, carries 0.229; number 19, H, carries 0.218; number 20, C, carries -0.914; number 21, C, carries -1.462; number 22, H, carries 0.177; number 23, H, carries 0.272; number 24, C, carries 0.431; number 25, H, carries 0.268; number 26, O, carries -0.534; number 27, H, carries 0.385; number 28, H, carries 0.478; number 29, O, carries -0.667; number 30, O, carries -0.663; number 31, H, carries 0.215; number 32, C, carries -0.596; number 33, O, carries -0.759; number 34, C, carries -1.655; number 35, H, carries 0.331; number 36, N, carries -0.009; number 37, H, carries -0.065; number 38, N, carries -0.219; number 39, H, carries 0.245; number 40, H, carries 0.359; number 41, C, carries 0.398; number 42, H, carries 0.291; number 43, N, carries 0.079; number 44, H, carries 0.079; number 45, H, carries 0.291; number 46, H, carries 0.193; number 47, H, carries -0.423; number 48, N, carries -0.345; number 49, H, carries -0.298; number 50, C, carries 1.893; number 51, H, carries -0.683; number 52, O, carries -0.591; number 53, C, carries -0.654; number 54, H, carries 0.494; number 55, C, carries -1.374; number 56, N, carries -0.309; number 57, O, carries -0.761; number 58, H, carries 0.390; number 59, H, carries 0.376; number 60, H, carries 0.325; number 61, H, carries 0.296; number 62, H, carries 0.115; number 63, H, carries -0.687; number 64, H, carries 0.207; number 65, H, carries 0.384; number 66, H, carries 0.299; number 67, O, carries -0.731; number 68, C, carries 0.528; number 69, H, carries 0.201; number 70, O, carries -0.633; number 71, H, carries 0.374; number 72, H, carries 0.289; number 73, H, carries 0.457; number 74, H, carries 0.249; number 75, H, carries 0.408

Model ii:
Molecular formula: C12H46N6O11
Method: DFT, ωB97M-V/def2-TZVPD

Gap between HOMO and LUMO ... 8.59 eV
SMILES ... NC(N)=O.NC(N)=O.NC(N)=O.CCO.CO.CO.CO.CO.CO.CO.CO

Positions of all 75 atoms, in Å:
H -0.6717 2.8440 -3.5967
H 3.8889 -0.1339 -1.2698
O -2.7118 -0.6652 3.3932
H 2.1942 -0.1483 -3.3652
H -0.3566 -2.9557 2.9433
C -2.4900 0.6202 3.8622
H 0.0185 0.7341 -1.1943
H 1.6996 -2.1895 -4.4683
H -1.6199 -0.7024 -4.7495
H -4.1063 1.1061 4.9098
H 1.9205 -3.9940 -1.8013
O -3.7234 -3.4209 -0.0140
H -4.0555 0.7413 1.6053
C 0.9312 -4.2943 -2.1361
H -1.3135 0.0643 0.9284
H 2.9828 -2.8072 -3.5583
H -3.3165 -3.8544 -0.7821
H -1.2147 2.1810 3.9909
C -0.8777 -0.7780 -3.9588
O 0.0723 -3.1929 -1.8473
H 2.2450 3.6412 3.7080
H 1.2643 -0.3214 -1.5013
C -1.2503 2.7182 -2.6455
H -3.7106 -1.5461 0.6175
N -3.1500 1.3436 4.6886
O 2.1786 2.4435 -0.4422
H 1.1931 -4.4941 -3.1609
N 0.5242 2.1361 1.7119
C -3.0680 -2.1945 0.0894
H 0.6065 -5.1737 -1.6769
N -1.4034 1.2833 3.5330
H 4.9972 1.1000 -1.4921
H -2.9885 2.1305 1.7787
C 1.4067 -2.0627 3.3446
H 3.3350 -1.4754 -4.6863
H 3.2736 0.9838 0.6984
H -4.2662 2.1408 0.5778
H 3.3954 1.2543 -2.2940
H -0.8623 -1.0464 -1.9937
H 1.0310 4.2423 2.4492
H -1.7175 3.7098 -2.4195
H -2.0537 2.0822 -2.9171
H 1.5755 2.3671 0.3502
H -0.1599 2.8435 1.3953
H 4.1545 2.6045 0.1156
H -0.1022 3.2228 -1.3447
O 1.6074 -1.6488 0.4107
O 0.0633 -2.0923 3.0518
C 3.8816 1.0203 -1.3654
H 1.8748 -1.0720 3.2324
C 1.4198 2.3059 2.6369
H 0.3945 1.1438 1.3972
H 1.5465 -2.3945 4.2993
O 2.2359 -0.9533 -2.9608
H -0.1827 -1.6333 -4.1164
O -2.6023 0.8449 0.1978
N 0.4273 -0.1331 -0.9439
N -0.3939 -0.3734 1.0663
O 2.0271 1.2931 3.2572
H 1.9221 -2.7583 2.6595
H -2.1416 -2.2935 0.6457
H -0.2697 -0.8264 2.0052
C 2.6124 -1.8677 -3.9630
O -0.6490 2.4455 -1.4041
H -2.8592 2.2797 5.0104
O -1.4986 -0.7506 -2.7079
H -0.8105 1.0011 2.7687
C 0.5332 -0.7735 0.1929
C 3.4192 1.7928 -0.1117
H -2.0764 1.5519 -0.2832
H -2.6146 -1.7624 -0.8792
C -3.5345 1.4737 1.0538
H -0.1383 0.0407 -4.1344
N 1.5114 3.5262 3.0629
H 0.5963 -2.4737 -1.4540

Mulliken atomic charges, in units of e: number 1, H, carries 0.271; number 2, H, carries 0.181; number 3, O, carries -0.617; number 4, H, carries 0.108; number 5, H, carries 0.264; number 6, C, carries 0.547; number 7, H, carries -0.045; number 8, H, carries 0.250; number 9, H, carries 0.385; number 10, H, carries 0.289; number 11, H, carries 0.313; number 12, O, carries -0.619; number 13, H, carries 0.291; number 14, C, carries -1.006; number 15, H, carries -0.086; number 16, H, carries 0.258; number 17, H, carries 0.345; number 18, H, carries 0.259; number 19, C, carries -0.522; number 20, O, carries -0.339; number 21, H, carries 0.309; number 22, H, carries -0.270; number 23, C, carries -0.958; number 24, H, carries 0.041; number 25, N, carries -0.370; number 26, O, carries -0.609; number 27, H, carries 0.326; number 28, N, carries -0.227; number 29, C, carries 0.114; number 30, H, carries 0.313; number 31, N, carries 0.205; number 32, H, carries 0.419; number 33, H, carries 0.273; number 34, C, carries -0.511; number 35, H, carries 0.332; number 36, H, carries 0.067; number 37, H, carries 0.329; number 38, H, carries 0.110; number 39, H, carries 0.200; number 40, H, carries 0.213; number 41, H, carries 0.384; number 42, H, carries 0.338; number 43, H, carries 0.219; number 44, H, carries 0.191; number 45, H, carries 0.368; number 46, H, carries 0.199; number 47, O, carries -0.749; number 48, O, carries -0.504; number 49, C, carries -1.025; number 50, H, carries 0.139; number 51, C, carries 0.858; number 52, H, carries -0.110; number 53, H, carries 0.385; number 54, O, carries -0.497; number 55, H, carries 0.062; number 56, O, carries -0.360; number 57, N, carries 1.729; number 58, N, carries 0.373; number 59, O, carries -0.734; number 60, H, carries 0.174; number 61, H, carries 0.190; number 62, H, carries 0.302; number 63, C, carries -0.854; number 64, O, carries -0.462; number 65, H, carries 0.157; number 66, O, carries -0.523; number 67, H, carries -0.431; number 68, C, carries -0.062; number 69, C, carries 0.205; number 70, H, carries 0.135; number 71, H, carries 0.065; number 72, C, carries -0.897; number 73, H, carries 0.109; number 74, N, carries -0.425; number 75, H, carries 0.217

Energetically preferred structure: model i | next structure: +896.3 kJ/mol

Model i:
Molecular formula: C5H15NO2
Method: DFT, ωB97M-V/def2-TZVPD

Gap between HOMO and LUMO (alpha / beta) ... 10.26 / 6.92 eV
Charge ... +1
Spin multiplicity ... 2

Positions of all 23 atoms, in Å:
H 1.2162 1.0560 1.9953
H -1.2339 2.2890 1.2460
O 3.6560 -3.2867 -0.8925
H 4.3371 -3.5950 -0.2951
C -1.8032 0.6171 -0.8579
H -0.0768 -0.3123 0.1291
H -3.9457 0.7792 -1.0857
C -0.7874 0.5090 0.2059
H -1.5092 1.3087 -1.6548
H 3.6278 -3.7768 -1.7182
O 1.1926 -2.1213 -4.0917
H -3.3370 0.5399 0.6052
H 1.3771 -2.7731 -3.3978
C -3.2249 1.0558 -0.3387
H 0.9465 2.5475 3.7820
H 2.1034 -2.1407 -4.4194
H -3.1483 2.1010 -0.0455
H -1.8648 -0.3819 -1.2754
N 0.2506 1.2620 2.2418
H -0.1483 1.4025 4.3370
C 0.0494 2.0266 3.4592
H -0.7496 2.7379 3.3241
C -0.6646 1.3779 1.2717

Mulliken atomic charges, in units of e: number 1, H, carries 0.339; number 2, H, carries 0.328; number 3, O, carries -0.640; number 4, H, carries 0.323; number 5, C, carries -0.465; number 6, H, carries 0.390; number 7, H, carries 0.357; number 8, C, carries -0.456; number 9, H, carries 0.316; number 10, H, carries 0.317; number 11, O, carries -0.626; number 12, H, carries 0.362; number 13, H, carries 0.311; number 14, C, carries -1.116; number 15, H, carries 0.322; number 16, H, carries 0.317; number 17, H, carries 0.307; number 18, H, carries 0.375; number 19, N, carries -0.048; number 20, H, carries 0.298; number 21, C, carries -0.794; number 22, H, carries 0.312; number 23, C, carries 0.170

Model ii:
Molecular formula: C5H15NO2
Method: DFT, ωB97M-V/def2-TZVPD

Gap between HOMO and LUMO (alpha / beta) ... 11.07 / 5.89 eV
Charge ... +1
Spin multiplicity ... 2

Positions of all 23 atoms, in Å:
H -2.5971 -0.7339 1.9288
H -0.1158 -2.7070 -0.4823
H -0.7051 1.9647 -0.0914
H -1.8060 -2.3480 -0.6926
O 3.3839 0.1464 -1.3792
C -0.8618 -0.9925 0.6547
H 1.3895 2.5078 -0.7388
H -0.6148 -1.3076 -1.4819
H 3.3375 0.3105 -2.3274
H -0.4654 -1.5519 1.4924
O 1.0774 1.7109 -1.1885
H 2.6148 0.5542 -0.9658
H -2.9167 -0.6480 0.1805
H -2.1808 0.7057 0.9844
H 0.3053 1.5617 1.8632
C -0.1112 1.1928 -0.5758
C 0.3432 0.1039 0.4455
H 1.1168 -0.5196 0.0031
C -0.8262 -1.8918 -0.5906
N 0.7479 0.6677 1.6436
H -0.6407 0.8829 -1.4656
H 1.7519 0.7694 1.8147
C -2.2265 -0.3781 0.9691

Mulliken atomic charges, in units of e: number 1, H, carries 0.328; number 2, H, carries 0.368; number 3, H, carries 0.408; number 4, H, carries 0.467; number 5, O, carries -0.657; number 6, C, carries 0.490; number 7, H, carries 0.309; number 8, H, carries 0.337; number 9, H, carries 0.327; number 10, H, carries 0.474; number 11, O, carries -0.511; number 12, H, carries 0.415; number 13, H, carries 0.367; number 14, H, carries 0.327; number 15, H, carries 0.337; number 16, C, carries -0.634; number 17, C, carries -0.481; number 18, H, carries 0.578; number 19, C, carries -1.433; number 20, N, carries -0.185; number 21, H, carries 0.347; number 22, H, carries 0.337; number 23, C, carries -1.316

Energetically preferred structure: model i | next structure: +63.0 kJ/mol